Version P
The following is a DFT calculation (ωB97M-V/def2-TZVPD) of C5H8O as an isolated structure.

Output
Orbital gap ... 0.3370 hartree
2S+1 ... 1

Last column: Mulliken charge in e.
Atoms and positions in Å:
O1 -0.41 -0.47 1.89  -0.46
C1 -0.28 0.02 0.52  0.83
C2 1.08 0.49 0.03  -0.59
C3 0.57 0.12 -1.38  -0.56
C4 -0.44 -0.86 -0.72  -0.80
C5 -1.37 0.84 1.09  -0.69
H1 -1.13 -1.10 1.92  0.40
H2 1.88 -0.18 0.36  0.23
H3 1.35 1.53 0.25  0.31
H4 1.29 -0.29 -2.09  0.32
H5 -1.45 -0.95 -1.13  0.33
H6 0.01 -1.85 -0.59  0.26
H7 -0.86 1.71 1.54  0.18
H8 0.05 0.96 -1.84  0.24

***

Version Q
The following is a DFT calculation (ωB97M-V/def2-TZVPD) of a 2-piece molecular cluster, C5H8O overall.

Output
Orbital gap ... 0.3505 hartree
2S+1 ... 1
SMILES ... C/C=C/O.C#C

Last column: Mulliken charge in e.
Atoms and positions in Å:
C1 1.99 -0.37 0.22  -1.03
C2 -2.55 -0.89 0.21  -0.24
C3 0.89 0.47 -0.34  -0.18
C4 -1.49 -1.19 -0.26  -0.53
C5 -0.15 0.91 0.35  -0.18
O1 -1.13 1.71 -0.14  -0.44
H1 2.10 -0.19 1.29  0.31
H2 1.79 -1.43 0.08  0.21
H3 -3.41 -0.47 0.64  0.39
H4 2.93 -0.14 -0.27  0.33
H5 0.95 0.68 -1.41  0.26
H6 -0.64 -1.64 -0.68  0.42
H7 -0.26 0.75 1.41  0.37
H8 -1.02 1.79 -1.10  0.30

***

Calculated relative energies: version P 1.335; version Q 0.000, given in eV

***

Version P
The following is a DFT calculation (ωB97M-V/def2-TZVPD) of one molecule with the formula C5H8O.

Output
Orbital gap ... 0.3946 hartree
2S+1 ... 1
SMILES ... C#CCCOC

Last column: Mulliken charge in e.
Atoms and positions in Å:
C1 1.57 0.84 1.58  -0.58
O1 0.45 1.24 0.82  -0.34
C2 -0.26 0.19 0.24  -0.53
C3 -0.66 0.41 -1.24  -0.43
C4 -1.22 -0.90 -1.60  -0.39
C5 -1.58 -2.05 -1.55  -0.01
H1 1.56 -0.23 1.80  0.31
H2 2.50 1.07 1.04  0.23
H3 1.57 1.38 2.53  0.23
H4 -1.19 -0.01 0.79  0.23
H5 0.33 -0.73 0.26  0.38
H6 -1.40 1.21 -1.35  0.26
H7 0.20 0.66 -1.86  0.27
H8 -1.87 -3.07 -1.47  0.38

***

Version Q
The following is a DFT calculation (ωB97M-V/def2-TZVPD) of one molecule with the formula C5H8O.

Output
Orbital gap ... 0.4027 hartree
2S+1 ... 1
SMILES ... C1CC2(C1)CO2

Last column: Mulliken charge in e.
Atoms and positions in Å:
C1 -0.16 1.71 0.78  -0.48
O1 0.92 1.07 1.47  -0.54
C2 0.33 0.40 0.39  0.67
C3 1.01 -0.26 -0.80  -0.54
C4 -0.31 -1.05 -0.96  -0.50
C5 -0.65 -0.78 0.51  -0.73
H1 0.04 2.69 0.36  0.28
H2 -1.13 1.52 1.24  0.21
H3 1.80 -0.91 -0.41  0.22
H4 1.39 0.32 -1.64  0.32
H5 -0.26 -2.09 -1.28  0.30
H6 -1.00 -0.49 -1.60  0.22
H7 -0.28 -1.53 1.22  0.24
H8 -1.71 -0.61 0.73  0.33

***

Version R
The following is a DFT calculation (ωB97M-V/def2-TZVPD) of one molecule with the formula C5H8O.

Output
Orbital gap (alpha / beta) ... 0.3202 / 0.2841 hartree
2S+1 ... 1

Last column: Mulliken charge in e.
Atoms and positions in Å:
C1 1.24 1.01 0.37  -1.15
C2 0.86 -0.20 -0.40  -0.52
C3 -0.82 -0.96 1.09  -1.03
C4 -0.42 -0.90 -0.31  0.54
C5 -1.23 0.15 -1.10  -0.11
O1 -1.79 -0.11 -2.14  -0.50
H1 1.93 0.77 1.19  0.33
H2 1.77 1.73 -0.27  0.35
H3 0.36 1.48 0.85  0.33
H4 1.66 -0.67 -0.98  0.40
H5 -1.78 -0.56 1.40  0.32
H6 -0.06 -1.08 1.86  0.38
H7 -0.45 -1.81 -0.91  0.34
H8 -1.27 1.15 -0.64  0.31

***

Calculated relative energies: version P 0.533; version Q 0.000; version R 1.890, given in eV

***

Version P
The following is a DFT calculation (ωB97M-V/def2-TZVPD) of one molecule with the formula C5H8O.

Output
Orbital gap ... 0.3730 hartree
2S+1 ... 1
SMILES ... C1C[C@H]2OC[C@@H]12

Last column: Mulliken charge in e.
Atoms and positions in Å:
C1 1.08 0.46 0.39  -0.64
C2 1.20 -0.98 -0.17  -0.56
C3 -0.27 -0.89 -0.60  -0.31
O1 -1.35 -0.70 0.77  -0.48
C4 -1.47 0.65 0.31  -0.59
C5 -0.19 0.64 -0.50  -0.11
H1 0.83 0.48 1.45  0.22
H2 1.92 1.15 0.21  0.35
H3 1.50 -1.81 0.48  0.31
H4 1.84 -0.99 -1.06  0.24
H5 -1.26 -1.42 -0.52  0.57
H6 -1.50 1.31 1.17  0.32
H7 -2.35 0.83 -0.33  0.27
H8 -0.09 1.29 -1.37  0.42

***

Version Q
The following is a DFT calculation (ωB97M-V/def2-TZVPD) of one molecule with the formula C5H8O.

Output
Orbital gap ... 0.3884 hartree
2S+1 ... 1
SMILES ... C1OC[C@@H]2C[C@@H]12

Last column: Mulliken charge in e.
Atoms and positions in Å:
C1 -0.74 -1.18 0.27  -0.53
C2 -0.61 1.33 -0.03  -0.43
C3 0.67 0.60 0.25  0.23
C4 1.91 -0.10 -0.02  -0.70
C5 0.53 -0.66 -0.33  -0.01
H1 -0.89 -1.38 1.40  0.22
H2 -1.18 -2.16 -0.12  0.28
H3 -0.99 2.02 0.91  0.19
H4 -0.76 1.85 -0.97  0.31
H5 0.51 0.46 1.24  0.14
H6 2.47 0.25 -0.92  0.23
H7 2.66 -0.17 0.69  0.31
H8 0.05 -0.95 -1.41  0.17
O1 -1.56 0.02 -0.20  -0.42

***

Version R
The following is a DFT calculation (ωB97M-V/def2-TZVPD) of one molecule with the formula C5H8O.

Output
Orbital gap ... 0.3566 hartree
2S+1 ... 1
SMILES ... C1=COCCC1

Last column: Mulliken charge in e.
Atoms and positions in Å:
C1 0.94 0.79 0.25  -0.42
C2 1.16 -0.67 0.56  -0.37
C3 -0.44 1.07 -0.37  -0.47
C4 -1.38 -0.13 -0.30  -0.58
O1 -0.76 -1.36 -0.66  -0.39
C5 0.36 -1.61 0.06  -0.27
H1 1.72 1.10 -0.47  0.24
H2 1.11 1.40 1.14  0.31
H3 2.02 -0.96 1.15  0.33
H4 -0.33 1.39 -1.42  0.29
H5 -0.93 1.90 0.15  0.28
H6 -2.22 -0.01 -1.00  0.32
H7 -1.78 -0.24 0.71  0.35
H8 0.54 -2.68 0.19  0.37

***

Calculated relative energies: version P 3.667; version Q 5.253; version R 0.000, given in eV

***

Version P
The following is a DFT calculation (ωB97M-V/def2-TZVPD) of a 2-piece molecular cluster, C4H10N2O overall.

Output
Orbital gap ... 0.3503 hartree
2S+1 ... 1
SMILES ... N/C=N\O.C=CC

Last column: Mulliken charge in e.
Atoms and positions in Å:
C1 -2.14 0.98 -0.76  -1.07
C2 -1.54 0.11 0.30  -0.07
C3 -2.23 -0.80 1.00  -0.71
H1 -0.44 0.42 0.68  0.48
H2 -1.38 1.67 -1.15  0.28
H3 -2.50 0.39 -1.60  0.29
H4 -2.96 1.60 -0.37  0.36
H5 -3.24 -1.08 0.73  0.28
H6 -1.78 -1.34 1.82  0.28
N1 3.48 -0.46 -0.16  -0.40
C4 2.48 0.28 0.39  -0.18
O1 0.86 -0.95 -0.61  -0.43
N2 1.23 0.04 0.27  -0.33
H7 -0.22 -0.80 -0.47  0.43
H8 4.41 -0.07 -0.22  0.23
H9 3.21 -1.11 -0.88  0.24
H10 2.75 1.10 1.04  0.32

***

Version Q
The following is a DFT calculation (ωB97M-V/def2-TZVPD) of one molecule with the formula C4H10N2O.

Output
Orbital gap ... 0.3766 hartree
2S+1 ... 1
SMILES ... NCCCNC=O

Last column: Mulliken charge in e.
Atoms and positions in Å:
O1 0.13 -2.07 2.31  -0.56
C1 -0.39 -1.80 1.25  0.05
N1 -0.85 -0.56 0.97  -0.17
C2 -1.29 -0.17 -0.36  -0.46
C3 -0.31 0.68 -1.20  -0.63
C4 0.83 1.37 -0.46  -0.64
N2 1.87 0.41 0.00  -0.63
H1 -0.49 -2.60 0.51  0.34
H2 -0.51 0.09 1.66  0.24
H3 -2.29 0.24 -0.27  0.35
H4 -1.30 -1.12 -0.89  0.21
H5 0.21 0.04 -1.92  0.34
H6 -0.84 1.43 -1.80  0.41
H7 1.27 2.20 -1.02  0.35
H8 0.41 1.88 0.42  0.26
H9 2.01 0.50 1.01  0.29
H10 1.54 -0.51 -0.21  0.26

***

Calculated relative energies: version P 2.753; version Q 0.000, given in eV

***

Version P
The following is a DFT calculation (ωB97M-V/def2-TZVPD) of C4H10N2O as an isolated structure.

Output
Orbital gap ... 0.3017 hartree
2S+1 ... 1

Last column: Mulliken charge in e.
Atoms and positions in Å:
C1 -1.65 0.04 -0.30  -0.81
N1 -0.68 -0.44 0.75  -0.20
C2 -0.33 0.72 1.67  -0.78
C3 0.56 -1.08 0.20  -0.62
C4 1.39 -0.04 -0.66  0.46
N2 0.84 -0.25 -2.00  -0.51
O1 2.04 1.05 -0.24  -0.65
H1 -2.06 -0.80 -0.93  0.25
H2 -1.18 0.87 -0.90  0.33
H3 -2.54 0.35 0.35  0.33
H4 -1.16 1.26 1.98  0.37
H5 0.24 0.34 2.55  0.22
H6 0.24 1.49 0.98  0.27
H7 1.01 -1.55 1.07  0.37
H8 0.12 -1.82 -0.48  0.38
H9 1.94 -0.67 -1.46  0.26
H10 1.20 0.51 -2.60  0.32

***

Version Q
The following is a DFT calculation (ωB97M-V/def2-TZVPD) of a 2-piece molecular cluster, C4H10N2O overall.

Output
Orbital gap ... 0.3800 hartree
2S+1 ... 1
SMILES ... NCC=O.C=NC

Last column: Mulliken charge in e.
Atoms and positions in Å:
O1 -0.20 -3.50 -0.38  -0.47
C1 0.63 -2.67 -0.62  0.02
C2 0.51 -1.65 -1.72  -0.36
N1 0.90 -0.36 -1.20  -0.52
H1 1.60 -2.67 -0.08  0.34
H2 1.17 -1.96 -2.54  0.36
H3 -0.53 -1.71 -2.07  0.24
H4 1.17 0.28 -1.93  0.20
H5 0.16 0.04 -0.65  0.23
C3 0.21 2.26 1.31  -0.76
C4 -1.80 1.12 1.40  -0.25
N2 -0.86 1.52 0.68  -0.38
H6 1.16 1.93 0.89  0.25
H7 0.24 2.14 2.40  0.32
H8 0.11 3.32 1.08  0.28
H9 -2.63 0.59 0.95  0.27
H10 -1.84 1.30 2.49  0.23

***

Version R
The following is a DFT calculation (ωB97M-V/def2-TZVPD) of one molecule with the formula C4H10N2O.

Output
Orbital gap ... 0.3759 hartree
2S+1 ... 1
SMILES ... CCNC(=O)CN

Last column: Mulliken charge in e.
Atoms and positions in Å:
N1 2.41 -0.94 -0.94  -0.66
C1 0.95 -1.05 -1.09  -0.39
C2 0.33 0.31 -1.27  0.54
N2 -0.75 0.66 -0.50  -0.20
C3 -1.45 -0.03 0.58  -0.25
C4 -1.19 0.66 1.90  -1.09
O1 0.73 1.14 -2.08  -0.67
H1 2.58 -0.45 -0.07  0.23
H2 2.79 -0.37 -1.68  0.28
H3 0.59 -1.56 -0.20  0.23
H4 0.72 -1.71 -1.92  0.28
H5 -0.98 1.62 -0.72  0.22
H6 -2.50 0.08 0.31  0.30
H7 -1.07 -1.04 0.63  0.20
H8 -1.94 0.61 2.70  0.37
H9 -0.28 0.33 2.43  0.29
H10 -0.93 1.73 1.92  0.33

***

Calculated relative energies: version P 4.611; version Q 1.340; version R 0.000, given in eV

***

Version P
The following is a DFT calculation (ωB97M-V/def2-TZVPD) of a 2-piece molecular cluster, C4H10N2O overall.

Output
Orbital gap ... 0.1105 hartree
2S+1 ... 1

Last column: Mulliken charge in e.
Atoms and positions in Å:
N1 3.06 -0.28 0.03  -0.62
C1 -2.35 1.21 -0.73  -0.67
C2 -1.98 0.07 0.00  0.76
N2 -0.62 -0.33 -0.12  0.12
C3 -0.15 -1.24 0.92  -0.94
C4 0.42 0.62 -0.48  -0.88
O1 -2.77 -0.60 0.68  -0.63
H1 3.93 0.26 -0.03  0.13
H2 3.32 -1.25 -0.15  0.14
H3 -1.63 1.76 -1.32  0.26
H4 -3.38 1.51 -0.68  0.30
H5 0.30 -2.12 0.45  0.24
H6 0.63 -0.73 1.50  0.39
H7 -0.99 -1.53 1.54  0.37
H8 0.36 0.92 -1.52  0.31
H9 1.44 0.21 -0.24  0.35
H10 0.40 1.52 0.16  0.37

***

Version Q
The following is a DFT calculation (ωB97M-V/def2-TZVPD) of one molecule with the formula C4H10N2O.

Output
Orbital gap ... 0.3743 hartree
2S+1 ... 1
SMILES ... CNC(=O)[C@@H](C)N

Last column: Mulliken charge in e.
Atoms and positions in Å:
N1 1.48 -0.01 0.96  -0.64
C1 -0.01 -0.13 0.79  0.39
C2 -0.50 -1.22 1.73  -1.68
C3 -0.26 -0.62 -0.64  0.36
N2 -0.35 0.28 -1.65  -0.13
C4 -0.27 1.75 -1.48  -0.85
O1 -0.14 -1.81 -0.89  -0.64
H1 1.79 -0.97 0.96  0.30
H2 1.86 0.46 0.15  0.28
H3 -0.44 0.78 1.20  0.30
H4 -0.12 -2.24 1.59  0.36
H5 -1.55 -1.50 1.58  0.37
H6 -0.12 -1.11 2.75  0.42
H7 -0.49 0.04 -2.62  0.25
H8 -0.15 2.01 -0.44  0.35
H9 0.49 2.13 -2.15  0.26
H10 -1.23 2.14 -1.85  0.32

***

Version R
The following is a DFT calculation (ωB97M-V/def2-TZVPD) of one molecule with the formula C4H10N2O.

Output
Orbital gap ... 0.3621 hartree
2S+1 ... 1
SMILES ... [H]/N=C(\CN)[C@@H](C)O

Last column: Mulliken charge in e.
Atoms and positions in Å:
C1 1.21 0.30 -0.31  0.14
C2 -1.25 0.21 -0.81  -0.54
C3 2.10 0.50 0.90  -1.35
C4 -0.35 -0.24 0.22  0.40
N1 -2.73 -0.28 -0.22  -0.67
O1 1.67 -0.68 -1.19  -0.57
N2 -0.38 -0.97 1.21  -0.58
H1 1.75 -1.51 -0.69  0.37
H2 1.15 1.22 -0.90  0.41
H3 -3.39 -0.32 -1.00  0.23
H4 -3.07 0.44 0.42  0.21
H5 -1.32 -1.27 1.46  0.34
H6 -1.11 -0.33 -1.74  0.30
H7 -1.24 1.30 -0.95  0.27
H8 2.14 -0.41 1.50  0.33
H9 1.71 1.30 1.52  0.32
H10 3.11 0.74 0.58  0.37

***

Calculated relative energies: version P 6.766; version Q 0.000; version R 1.184, given in eV